# 1
{"formula": "C12H23BN2O3", "method": "wB97M-V/def2-TZVPD", "de_lowest_ev": 0.000, "lumo_ev": 0.1, "largest_force_ha_per_bohr": 0.06381, "smiles": "N[C@H](C(=O)N1CCC[C@H]1B(O)O)C1CCCCC1", "species": ["N", "C", "C", "O", "N", "C", "C", "C", "C", "B", "O", "O", "C", "C", "C", "C", "C", "C", "H", "H", "H", "H", "H", "H", "H", "H", "H", "H", "H", "H", "H", "H", "H", "H", "H", "H", "H", "H", "H", "H", "H"], "coordinates": [[-1.169559, -1.308954, -2.571192], [-0.602488, -0.896804, -1.321103], [-1.623808, 0.001658, -0.745398], [-2.249365, 0.708330, -1.536216], [-1.803601, 0.008036, 0.640648], [-1.338306, -1.061991, 1.582587], [-2.268152, -1.047529, 2.760773], [-3.083814, 0.250726, 2.667616], [-2.495110, 0.975301, 1.491797], [-1.300523, 1.824013, 2.219838], [-0.006455, 1.402193, 2.301495], [-1.827367, 2.757838, 3.129121], [0.727441, -0.112055, -1.641009], [1.642332, -1.154610, -2.455142], [3.176967, -0.957584, -2.398925], [3.553144, 0.516196, -2.045195], [2.966995, 0.842358, -0.597877], [1.548974, 0.254850, -0.389906], [-1.337316, -0.514706, -3.211828], [-2.097244, -1.669853, -2.430373], [-0.400962, -1.798436, -0.727307], [-0.305400, -0.815607, 1.842456], [-1.318997, -1.984159, 1.102797], [-1.668316, -1.246399, 3.685968], [-3.018664, -1.863386, 2.725840], [-3.048253, 0.979812, 3.506753], [-4.162093, 0.069477, 2.482058], [-3.134978, 1.552569, 0.863828], [0.564444, 1.770167, 2.993393], [-1.419836, 3.344960, 3.799441], [0.568050, 0.798035, -2.263954], [1.241830, -1.203316, -3.445901], [1.474175, -2.142169, -2.016056], [3.711827, -1.713420, -1.794771], [3.600091, -1.208502, -3.364418], [4.636037, 0.770597, -2.190612], [3.083632, 1.057387, -2.849768], [3.005956, 1.945745, -0.500774], [3.622942, 0.394350, 0.161759], [1.487570, -0.529669, 0.300300], [1.068201, 1.004550, 0.239256]], "forces_ev_per_a": [[0.2, -0.8, -2.1], [0.8, 0.5, -1.0], [-1.3, 1.5, 2.2], [0.0, 0.5, 1.4], [-0.1, -1.6, -0.5], [1.0, 1.7, -1.0], [-0.7, -0.9, 1.3], [-1.3, 0.6, 0.5], [2.9, 1.2, -1.0], [-1.1, 1.0, 2.0], [0.3, 0.0, -0.3], [0.1, 0.6, -0.2], [1.8, -1.3, 0.0], [-0.3, 0.2, 1.4], [0.7, 0.6, -0.2], [0.0, -1.2, 0.8], [0.8, -0.2, -1.8], [-0.8, 2.3, -0.2], [0.4, -0.4, 0.8], [-0.3, -0.3, 0.1], [0.2, 0.4, 0.0], [-0.2, -0.2, 0.3], [-0.1, -1.7, -0.9], [-0.7, 0.6, -0.5], [0.7, 0.2, -0.2], [-0.1, -1.1, -0.2], [0.6, -0.3, 0.2], [-0.7, 0.6, -0.1], [-0.5, 0.1, -0.3], [0.2, -0.9, -1.0], [-0.3, -0.7, 0.4], [0.1, 0.0, -0.7], [-0.4, 0.0, 0.0], [-0.6, 0.5, 0.5], [-0.1, 0.2, -0.6], [-0.8, -0.5, 0.6], [-0.6, 0.8, 0.0], [-0.3, -0.6, 0.3], [0.0, 0.3, -0.3], [0.7, -1.9, 0.7], [-0.6, 0.3, -0.4]], "nbo_charge": [-0.8236, -0.1499, 0.6765, -0.6493, -0.4391, -0.2288, -0.4175, -0.4218, -0.3622, 1.1299, -0.9090, -0.9447, -0.1772, -0.4028, -0.4122, -0.3980, -0.3935, -0.4390, 0.3759, 0.3553, 0.2021, 0.2066, 0.2029, 0.2184, 0.2169, 0.2421, 0.2152, 0.2564, 0.5028, 0.5070, 0.2135, 0.2188, 0.2007, 0.1940, 0.2065, 0.2077, 0.1927, 0.1998, 0.2031, 0.1967, 0.2272]}

# 2
{"formula": "C12H23BiN2O3P2", "method": "wB97M-V/def2-TZVPD", "charge": 2, "lumo_ev": -9.2, "largest_force_ha_per_bohr": 0.11685, "species": ["Bi", "P", "C", "C", "N", "C", "C", "C", "C", "C", "P", "H", "H", "H", "H", "H", "H", "H", "H", "O", "H", "H", "O", "H", "C", "H", "H", "H", "C", "H", "H", "H", "C", "H", "H", "H", "C", "H", "H", "H", "O", "C", "N"], "coordinates": [[-0.073259, 1.695575, -0.220579], [2.190677, 0.555835, -1.013865], [1.862044, -1.213657, -1.057106], [1.046727, -1.748388, 0.087740], [0.144108, -0.929267, 0.710880], [-0.691282, -1.431974, 1.650545], [-0.581504, -2.751825, 2.074613], [0.361604, -3.599763, 1.499948], [1.186036, -3.102763, 0.484300], [-1.738883, -0.552854, 2.309972], [-2.205901, 0.852359, 1.240016], [1.918791, -3.735112, -0.025356], [-1.234189, -3.088669, 2.869986], [0.451868, -4.640387, 1.809175], [-2.653669, -1.125377, 2.536659], [-1.382191, -0.130430, 3.267239], [1.219310, -1.397194, -2.056954], [2.760476, -1.807813, -1.227050], [-0.561132, -0.849917, -2.734305], [0.334014, -1.300276, -3.053904], [0.143428, -2.213869, -3.328651], [-0.875509, 1.047582, -1.913673], [-1.603113, -0.088448, -2.494353], [-1.709307, 0.483407, -3.361905], [-3.396548, 0.175300, 0.080335], [-4.190956, -0.332237, 0.624178], [-3.838898, 0.971315, -0.520180], [-2.939692, -0.536110, -0.602413], [-3.077158, 2.037873, 2.287082], [-3.437490, 2.877724, 1.685259], [-3.930714, 1.566697, 2.778940], [-2.407404, 2.425040, 3.061394], [3.651239, 0.844297, 0.041688], [4.563480, 0.464999, -0.447032], [3.793400, 1.923492, 0.226856], [3.516486, 0.338470, 1.011878], [2.646970, 0.987843, -2.722640], [2.906676, 2.060755, -2.790156], [3.534104, 0.402108, -3.031982], [1.810324, 0.761001, -3.412542], [1.011681, 5.795923, 1.662201], [0.838437, 4.699419, 1.241291], [0.636918, 3.609316, 0.772472]], "forces_ev_per_a": [[0.4, 1.8, 0.9], [2.1, -1.1, 0.4], [-0.5, -0.1, 0.9], [-0.1, -0.3, 0.8], [-0.1, -0.2, -0.7], [0.7, -0.7, 0.0], [-0.1, 0.2, 0.0], [0.4, 0.3, -0.6], [-0.5, 0.6, 0.1], [0.4, 0.6, -0.1], [-0.4, -0.4, 1.3], [-0.3, 0.2, 0.3], [0.0, -0.1, -0.1], [0.0, 0.3, 0.0], [0.3, 0.2, -0.2], [0.0, -0.2, -0.3], [0.5, 0.5, 1.1], [0.3, 0.3, 0.3], [0.7, -0.6, -0.6], [-0.6, -1.2, -1.4], [0.0, 0.4, -0.2], [-2.3, -2.9, -1.8], [0.6, 6.0, -0.4], [-0.1, -1.9, 2.0], [0.0, 0.2, -0.6], [0.0, 0.1, 0.3], [0.0, 0.0, 0.0], [0.1, 0.0, 0.0], [0.3, 0.5, 0.0], [0.0, -0.1, 0.1], [0.0, -0.2, -0.1], [0.0, 0.0, -0.1], [0.0, 0.5, 0.3], [-0.4, 0.0, 0.1], [-0.1, -0.4, -0.1], [0.0, 0.2, -0.4], [-0.4, 0.7, -0.3], [-0.1, -0.5, 0.0], [-0.4, 0.1, 0.3], [0.5, 0.1, 0.4], [-0.2, -2.5, -0.8], [-0.1, 2.3, 0.6], [-0.5, -2.5, -1.0]], "nbo_charge": [1.2831, 1.0934, -0.9171, 0.2666, -0.5623, 0.2141, -0.2358, -0.0957, -0.2337, -0.7631, 1.0991, 0.2498, 0.2455, 0.2584, 0.2859, 0.2855, 0.3905, 0.2880, 0.4891, -0.9686, 0.5030, 0.2601, -0.9139, 0.5116, -0.9779, 0.2840, 0.2772, 0.2904, -0.9586, 0.2803, 0.2848, 0.2813, -0.9548, 0.2818, 0.2766, 0.2723, -0.9614, 0.2761, 0.2942, 0.2837, -0.4672, 0.8595, -0.9555]}